21
Properties=species:S:1:pos:R:3:lowdin_charge:R:1 method="wB97M-V/def2-TZVPD" e_lumo_ev=0.65 multiplicity=1 de_lowest_kcal_mol=61.5 e_tot_ev=-15505.3376 fmax_ev_per_a=4.27 orbital_gap_ev=10.48 charge=0 smiles="C=C[C@](N)(NC(C)=O)C(=O)O"
C 0.9075 -2.4779 -0.6325 -0.005
C 0.7321 -1.1994 -0.9148 -0.048
C 0.7620 0.0944 0.2908 -0.406
N 0.7382 -0.5688 1.5293 0.063
N -0.4148 0.9097 0.1158 0.122
C -1.7734 0.5551 0.0862 -0.569
C -2.7846 1.5370 -0.3753 -0.016
O -2.1170 -0.5028 0.4592 0.090
C 2.0757 0.7621 -0.0716 -0.513
O 2.1902 1.7857 -0.7026 0.120
O 3.1321 0.0884 0.2703 0.173
H 0.8715 -3.1534 -1.4028 0.027
H 1.2329 -2.6382 0.4396 0.084
H 0.5657 -0.8306 -2.0221 0.141
H -0.1936 -0.9813 1.7424 0.104
H 0.6584 0.0028 2.4087 0.129
H -0.3231 1.8175 -0.2905 0.121
H -3.6467 0.8778 -0.6718 0.106
H -2.9641 2.4540 0.3119 0.119
H -2.5182 2.1754 -1.2446 0.080
H 2.8691 -0.7077 0.6747 0.079